Here is a structure of composition C40H39F6N4O6S3Ti from the OMol25 dataset. Energies are from wB97M-V/def2-TZVPD.

Geometry (Å):
Ti1 -0.61677 0.73712 -0.33388
O1 -0.15671 -0.97396 -0.26485
C1 -0.22432 -2.07616 0.59246
C2 -1.56165 -1.99625 1.37118
C3 -1.48473 -0.95736 2.45383
C4 -1.52144 -1.31916 3.78929
C5 -1.55827 -0.32757 4.75018
C6 -1.56043 0.99128 4.34040
C7 -1.47165 1.29018 2.98893
C8 -1.48994 2.72011 2.52748
C9 -0.29757 3.08640 1.62877
O2 -0.35214 2.23969 0.48020
C10 -0.50474 4.53919 1.18517
C11 -1.50501 4.81351 0.25392
C12 -1.70826 6.10513 -0.20318
C13 -0.91223 7.14321 0.27121
C14 0.07571 6.87828 1.20552
C15 0.27804 5.57940 1.66579
C16 1.04749 2.88871 2.32866
C17 1.18691 2.87386 3.71200
C18 2.42389 2.63030 4.30133
C19 3.54668 2.42586 3.51494
C20 3.42563 2.47903 2.13072
C21 2.18672 2.70084 1.54663
N1 -1.41378 0.32736 2.05309
C22 -0.13346 -3.39358 -0.21403
C23 -1.26556 -4.14570 -0.51678
C24 -1.15371 -5.40078 -1.11094
C25 0.09208 -5.90426 -1.45060
C26 1.22570 -5.13166 -1.21733
C27 1.11241 -3.89861 -0.59052
C28 0.93596 -2.08397 1.60420
C29 1.08562 -3.17934 2.45646
C30 2.16728 -3.26551 3.31529
C31 3.12409 -2.25530 3.33124
C32 2.97337 -1.15882 2.49949
C33 1.87825 -1.06705 1.64282
H1 -1.81751 -2.96088 1.80118
H2 -2.32640 -1.68021 0.65986
H3 -1.53545 -2.36693 4.06275
H4 -1.60582 -0.57835 5.80334
H5 -1.65866 1.79656 5.05799
H6 -1.50526 3.39357 3.38039
H7 -2.39816 2.88118 1.94696
H8 -2.09806 4.00195 -0.14132
H9 -2.49305 6.30332 -0.92420
H10 -1.06133 8.15337 -0.09247
H11 0.69340 7.68422 1.58523
H12 1.05719 5.37745 2.39227
H13 0.33595 3.05729 4.35579
H14 2.50524 2.61592 5.38238
H15 4.50762 2.22438 3.97492
H16 4.29735 2.35331 1.49655
H17 2.09934 2.71538 0.47135
H18 -2.25448 -3.76635 -0.28316
H19 -2.04683 -5.99311 -1.28163
H20 0.18510 -6.89359 -1.88460
H21 2.20685 -5.50320 -1.49244
H22 2.00714 -3.32869 -0.36902
H23 0.36131 -3.98856 2.42353
H24 2.27566 -4.13105 3.95849
H25 3.98237 -2.32837 3.98795
H26 3.71622 -0.37114 2.49898
H27 1.78424 -0.22081 0.98015
F1 -5.41799 0.68295 -0.77026
C34 -4.65599 1.75743 -0.60262
F2 -4.34777 1.84443 0.71175
F3 -5.36884 2.84320 -0.90108
S1 -3.05977 1.65317 -1.62310
O3 -2.44260 0.60795 -0.58354
O4 -3.54013 0.94546 -2.80787
N2 -0.57332 1.51555 -2.20754
S2 0.94839 1.55299 -2.37282
O5 1.54941 0.96544 -1.14869
O6 1.53669 1.16201 -3.62608
C35 1.48706 3.32091 -2.31010
F4 2.80649 3.34142 -2.05388
F5 0.87508 4.01679 -1.36198
F6 1.27155 3.91587 -3.47822
C36 2.05386 -1.68030 -3.10547
N3 1.11614 -2.19552 -4.12039
C37 1.44744 -1.73879 -5.47769
C38 -0.24508 -2.08730 -3.81411
S3 -1.04924 -0.67714 -3.27502
N4 -0.97564 -3.18619 -3.98491
C39 -0.42331 -4.43819 -4.50814
C40 -2.40973 -3.16850 -3.67951
H28 2.39925 -0.67496 -3.33900
H29 2.91098 -2.35724 -3.06804
H30 1.57175 -1.65516 -2.13391
H31 2.47857 -2.02866 -5.68495
H32 1.35552 -0.65335 -5.57009
H33 0.79199 -2.22254 -6.20585
H34 0.65415 -4.41953 -4.41287
H35 -0.69425 -4.56843 -5.55822
H36 -0.82263 -5.26712 -3.92845
H37 -2.57094 -2.70453 -2.70590
H38 -2.96141 -2.57365 -4.41195
H39 -2.78311 -4.18957 -3.66984

Computed properties:
Energy above the lowest of the compared OMol25 structures with the same formula, charge and spin   46.65 kcal per mole
Total charge   0
Frontier orbital gap (spin up / spin down)   9.1 / 6.8 eV
Lowest unoccupied orbital energy (spin up / spin down)   0.015 / -0.070 Ha
Spin multiplicity   2
Highest occupied orbital energy (spin up / spin down)   -8.717 / -8.694 eV

Here are the Mulliken charges for atoms 1 to 4, given in e: atom 1 (Ti): -0.01, atom 2 (O): 0.36, atom 3 (C): 1.49, atom 4 (C): -1.83

Here is a structure of composition C40H39GeN4O2Re from the OMol25 dataset. Energies are from wB97M-V/def2-TZVPD.

Geometry (Å):
Re1 1.78909 -0.44547 0.19913
N1 0.73855 1.14099 1.17115
C1 1.62096 1.86225 2.15639
C2 1.19373 1.45919 3.57717
C3 2.20244 1.54762 4.72846
C4 2.92979 2.86178 5.01954
N2 2.12270 4.07409 4.83986
C5 2.46504 5.09551 4.05414
N3 3.33512 4.93338 3.06739
N4 1.88476 6.28722 4.24514
C6 3.08246 1.51555 1.87031
O1 3.96614 2.31897 2.10786
O2 3.27377 0.32965 1.38635
H1 0.30608 1.79261 0.52190
H2 -0.03833 0.69713 1.66857
H3 1.50506 2.93441 2.00033
H4 0.89999 0.40654 3.53333
H5 0.27894 2.00746 3.81653
H6 2.98170 0.79387 4.58930
H7 1.65898 1.23707 5.62305
H8 3.81348 2.95343 4.40185
H9 3.27925 2.84567 6.05206
H10 1.41436 4.26237 5.53273
H11 3.67368 4.00462 2.78743
H12 3.69437 5.73649 2.57982
H13 1.42269 6.50393 5.11183
H14 2.07103 7.05571 3.62406
C7 1.32756 -0.10315 -1.67069
C8 1.04985 0.12197 -2.85872
C9 0.66645 0.33261 -4.14864
C10 1.19297 1.47851 -4.88243
C11 1.52994 2.65727 -4.20510
C12 2.05466 3.73129 -4.89481
C13 2.27829 3.63326 -6.26444
C14 1.96925 2.46257 -6.94294
C15 1.41920 1.39154 -6.26151
C16 -0.24447 -0.62118 -4.76559
C17 -0.25219 -1.95516 -4.33031
C18 -1.08957 -2.87482 -4.92785
C19 -1.95495 -2.46936 -5.93783
C20 -1.98339 -1.14284 -6.35253
C21 -1.12436 -0.22200 -5.78153
H15 1.34915 2.72273 -3.13963
H16 2.29361 4.64805 -4.37276
H17 2.69855 4.47208 -6.80320
H18 2.16072 2.38282 -8.00428
H19 1.20123 0.47190 -6.78791
H20 0.42592 -2.26253 -3.54408
H21 -1.07435 -3.90750 -4.60593
H22 -2.61289 -3.19136 -6.40438
H23 -2.67093 -0.82978 -7.12656
H24 -1.15318 0.81266 -6.09669
C22 0.55508 -1.58811 0.45695
Ge1 -1.19547 -2.39230 0.87529
C23 -1.70564 -1.10767 2.26342
C24 -2.57032 -0.03882 2.02080
C25 -2.89642 0.85262 3.03784
C26 -2.36691 0.68043 4.30993
C27 -1.50667 -0.38133 4.56498
C28 -1.17473 -1.26433 3.54659
C29 -2.23899 -2.15685 -0.73886
C30 -2.23359 -0.91659 -1.38204
C31 -3.03249 -0.68895 -2.49254
C32 -3.84800 -1.70436 -2.97486
C33 -3.84365 -2.94850 -2.36084
C34 -3.03806 -3.17618 -1.25171
C35 -0.96560 -4.17922 1.55582
C36 0.31341 -4.66962 1.81709
C37 0.48587 -5.93879 2.35107
C38 -0.62059 -6.72961 2.62662
C39 -1.89857 -6.25007 2.37186
C40 -2.07083 -4.98026 1.84229
H25 -3.02120 0.08640 1.04273
H26 -3.58746 1.66299 2.84257
H27 -2.64360 1.35816 5.10767
H28 -1.11307 -0.53496 5.56240
H29 -0.52044 -2.10363 3.76338
H30 -1.59773 -0.11654 -1.01630
H31 -3.02207 0.27756 -2.98144
H32 -4.48270 -1.52625 -3.83359
H33 -4.47613 -3.74225 -2.73769
H34 -3.04746 -4.15449 -0.78257
H35 1.18686 -4.06395 1.60019
H36 1.48257 -6.31120 2.54924
H37 -0.48747 -7.72063 3.03997
H38 -2.76244 -6.86501 2.58728
H39 -3.07839 -4.61930 1.66112

Computed properties:
Energy above the lowest of the compared OMol25 structures with the same formula, charge and spin   12.92 kcal per mole
Total charge   +2
Frontier orbital gap   6.5 eV
Lowest unoccupied orbital energy   -0.237 Ha
Highest occupied orbital energy   -12.899 eV

Here are the Mulliken charges for atoms 1 to 4, given in e: atom 1 (Re): 0.97, atom 2 (N): -0.27, atom 3 (C): 0.66, atom 4 (C): -0.55